No. 1
54
Properties=species:S:1:pos:R:3:forces:R:3 method="wB97M-V/def2-TZVPD" e_homo_ev="-14.86 / -14.87" gap_ev="7.4 / 7.4" charge=+2
W 0.233209 -0.775645 0.040649 0.18 0.29 0.46
O -1.658499 -1.810214 3.520817 0.02 -0.01 0.02
C -1.303834 -1.690446 2.391198 -0.05 -0.01 -0.02
N -0.020644 -1.343568 1.920008 -0.08 0.01 -0.29
C 1.119600 -1.353338 2.752836 0.06 -0.02 0.03
O 1.156538 -1.258113 3.938661 -0.03 -0.02 -0.02
C 2.356438 -1.536946 1.904215 0.02 -0.06 -0.03
C 3.579594 -1.808215 2.468214 -0.01 0.03 0.01
C 4.643001 -2.110579 1.623983 0.01 0.00 0.02
C 4.439916 -2.133506 0.251412 -0.02 0.00 -0.03
C 3.191536 -1.820180 -0.246551 0.03 0.01 0.03
N 2.163720 -1.511669 0.563230 -0.05 0.00 0.00
C -2.209770 -1.955114 1.213513 0.03 -0.02 -0.06
C -3.478568 -2.453872 1.380845 0.01 0.02 0.03
C -4.239191 -2.723540 0.248327 -0.03 -0.01 0.01
C -3.699452 -2.488703 -1.008318 0.03 0.01 -0.03
C -2.417976 -1.984712 -1.102430 -0.04 -0.02 0.04
N -1.680283 -1.710854 -0.009841 0.00 0.01 -0.11
H 3.670488 -1.802268 3.546095 0.01 0.00 0.00
H 5.616406 -2.343440 2.035242 0.00 0.00 0.00
H 5.238057 -2.386942 -0.431530 0.00 0.00 0.00
H 2.994203 -1.808391 -1.308875 0.01 0.00 0.00
H -3.841902 -2.626246 2.385184 0.00 0.00 0.00
H -5.240305 -3.122472 0.346198 0.00 0.00 0.00
H -4.257609 -2.696640 -1.909906 -0.01 0.00 0.00
H -1.957690 -1.787636 -2.061413 0.00 0.00 0.00
C 3.138815 1.412072 -0.871469 -0.02 0.01 0.00
Si 1.351417 1.376466 -1.402150 0.03 0.06 0.03
C 0.922370 -0.228881 -2.382734 -0.07 -0.23 -0.06
C 0.992283 2.815444 -2.512522 0.00 0.01 0.05
C 0.173824 1.173494 0.118039 -0.03 0.07 -0.01
Si -1.582047 2.091830 -0.009273 0.02 0.02 0.05
C -2.607934 1.481874 1.420080 0.02 0.03 0.00
C -1.150043 3.884528 0.202758 -0.02 -0.02 0.03
C -2.429163 1.695298 -1.621089 -0.01 -0.05 0.04
H 3.501904 2.440234 -0.934452 -0.02 0.01 0.01
H 3.772404 0.816640 -1.531663 0.00 0.01 0.00
H 3.297931 1.078744 0.154980 0.00 -0.03 -0.01
H 1.840605 -0.599966 -2.838560 0.00 0.02 -0.02
H 0.230854 0.034146 -3.186406 0.01 0.00 -0.01
H 0.405634 -1.150209 -1.982785 0.00 -0.10 -0.09
H 1.635353 2.729055 -3.392738 0.00 -0.03 0.00
H 1.275604 3.736883 -2.000706 -0.02 0.01 -0.02
H -0.036435 2.903286 -2.851078 0.00 -0.01 0.00
H 0.589562 1.563326 1.057732 0.02 0.01 -0.02
H -2.032221 1.356786 2.339797 0.01 0.00 0.00
H -3.129534 0.548846 1.200566 0.01 -0.01 -0.01
H -3.377868 2.229641 1.628778 0.00 -0.01 0.00
H -0.638362 4.044130 1.154476 0.01 0.02 -0.01
H -2.070253 4.473616 0.230983 -0.01 -0.02 -0.01
H -0.529023 4.286012 -0.596615 0.00 -0.01 -0.01
H -2.543930 0.620255 -1.775145 -0.02 0.01 0.00
H -1.960031 2.117446 -2.507620 0.01 0.02 0.01
H -3.438690 2.112258 -1.562939 0.00 0.00 -0.03



No. 2
74
Properties=species:S:1:pos:R:3:forces:R:3 method="wB97M-V/def2-TZVPD" e_homo_ev=-4.00 gap_ev=6.0 charge=-1
O 2.186066 -5.641033 4.250242 -0.46 1.29 0.80
B 1.571945 -4.356024 4.365857 0.09 -0.29 0.52
O 2.314936 -3.288654 4.964880 0.31 -2.04 -0.12
In -0.536716 -3.847013 3.581135 0.36 0.43 -0.59
Br -2.450963 -5.222561 4.744084 0.03 -0.01 -0.05
H 2.627295 -5.607173 3.404310 0.47 -0.31 -0.60
H 2.355129 -2.643330 4.275654 -0.32 1.24 -0.40
H -0.871264 -2.120882 3.950169 -0.13 -0.27 -0.07
H -0.487588 -4.171015 1.802956 -0.37 -0.05 0.37
C 1.095516 -1.119682 -1.344083 -0.06 0.02 0.07
C 2.356315 -0.557640 -0.703671 0.19 -0.01 -0.06
C 2.087593 -0.805185 0.772878 -0.22 -0.07 0.11
O 1.282444 -1.980118 0.848287 0.23 0.19 -0.06
C 0.806308 -2.320092 -0.456307 0.05 -0.14 0.07
H 1.214958 -1.384127 -2.391801 -0.03 0.03 -0.03
H 0.282947 -0.394967 -1.270314 -0.01 0.00 -0.05
H 3.229729 -1.130414 -1.029531 -0.01 0.02 0.02
H 2.535628 0.494040 -0.930767 -0.01 0.00 0.00
H 1.527251 0.024799 1.219705 0.07 0.06 0.00
H 3.001758 -0.956137 1.352122 -0.02 -0.03 0.03
H 1.344887 -3.211193 -0.798130 -0.04 -0.01 -0.05
H -0.254148 -2.561782 -0.395953 0.02 -0.05 0.11
C 7.252467 -5.580938 1.988431 0.14 -0.03 -0.18
C 6.814583 -4.236982 2.546875 0.00 0.06 0.23
C 5.497363 -4.013250 1.822911 -0.16 0.07 -0.15
O 4.934717 -5.308478 1.585305 0.26 0.02 0.08
C 5.924019 -6.307137 1.857262 -0.23 -0.09 0.10
H 7.962667 -6.111129 2.622309 -0.02 -0.01 0.01
H 7.707598 -5.447461 1.002872 0.00 -0.02 0.02
H 6.640543 -4.317963 3.622438 -0.01 0.02 -0.02
H 7.531664 -3.434181 2.377313 -0.01 0.00 -0.02
H 5.651657 -3.523902 0.854184 0.02 0.05 0.03
H 4.795772 -3.416474 2.406597 -0.08 -0.06 -0.03
H 5.653376 -6.813476 2.789810 0.05 -0.03 -0.01
H 5.922273 -7.041870 1.050751 -0.07 0.02 -0.02
C -2.577520 -0.081059 -5.054618 -0.15 -0.13 0.09
C -2.310484 1.372374 -4.694286 0.00 0.21 -0.14
C -1.311519 1.231608 -3.559417 0.01 -0.10 0.22
O -0.565820 0.037926 -3.817423 -0.13 0.05 -0.21
C -1.205847 -0.707923 -4.858306 0.16 0.06 -0.02
H -2.967281 -0.221104 -6.062372 0.02 0.01 -0.01
H -3.291499 -0.513305 -4.349566 0.00 0.01 -0.02
H -1.848605 1.892060 -5.538867 -0.01 -0.01 0.01
H -3.202930 1.923679 -4.400155 -0.01 -0.05 0.03
H -1.820600 1.116421 -2.595838 -0.04 0.07 -0.01
H -0.625916 2.077887 -3.490030 0.06 -0.05 0.01
H -0.596057 -0.627126 -5.765859 -0.05 -0.04 -0.03
H -1.257541 -1.758116 -4.568020 0.05 0.01 0.05
C -5.035564 3.127529 -0.008869 -0.17 0.07 0.16
C -4.371057 1.817950 0.391480 0.17 -0.01 0.01
C -4.936446 0.852966 -0.636247 -0.13 -0.07 -0.06
O -5.170259 1.619948 -1.826495 0.04 0.08 0.06
C -5.056534 3.016306 -1.523170 0.16 -0.08 -0.09
H -4.506629 4.011632 0.340012 -0.02 0.01 -0.07
H -6.057528 3.162241 0.379937 0.01 -0.01 -0.02
H -3.286785 1.897451 0.273946 -0.01 -0.02 0.02
H -4.578488 1.512351 1.415602 0.00 -0.02 -0.01
H -5.891270 0.431463 -0.304479 0.04 -0.02 0.04
H -4.256822 0.031230 -0.864090 -0.02 0.00 -0.07
H -4.122220 3.389653 -1.958490 -0.01 0.08 0.04
H -5.889820 3.554357 -1.978413 -0.01 -0.06 -0.05
C -1.487234 7.508644 0.718898 -0.06 0.14 0.12
C -0.847595 6.192010 1.134879 0.16 -0.07 -0.09
C -2.033847 5.243396 1.093797 -0.16 -0.05 0.07
O -2.911961 5.735584 0.071314 0.18 0.15 0.06
C -2.497714 7.048915 -0.319453 -0.01 -0.13 -0.14
H -0.778996 8.236261 0.324404 0.00 -0.01 -0.01
H -2.002105 7.960835 1.570532 0.01 0.00 -0.02
H -0.099228 5.890009 0.397965 -0.01 -0.01 0.02
H -0.367962 6.224444 2.111813 -0.02 0.00 0.01
H -2.577453 5.243510 2.044655 0.05 -0.03 0.02
H -1.747909 4.217402 0.859680 -0.06 0.00 -0.04
H -2.043925 6.985175 -1.314639 0.01 0.07 0.00
H -3.371755 7.698841 -0.378595 -0.04 -0.06 -0.01



No. 3
102
Properties=species:S:1:pos:R:3:forces:R:3 method="wB97M-V/def2-TZVPD" e_homo_ev=-7.70 gap_ev=7.5 charge=0
Ti -0.704590 -0.749693 0.002175 -0.25 0.18 -0.02
C 3.781377 -2.972287 0.858268 0.03 -0.02 -0.01
Si 2.212773 -2.620773 -0.130348 0.00 0.01 -0.02
C 2.733867 -1.511011 -1.546278 0.02 0.01 -0.01
C 1.775871 -4.327115 -0.817474 0.00 -0.01 0.02
C 0.847133 -1.870044 0.953505 -0.05 0.09 -0.04
Si -0.012501 -3.221767 1.978300 0.01 0.00 0.01
C -1.122122 -2.505509 3.323251 0.00 -0.01 0.03
C 1.177399 -4.376787 2.878551 0.00 -0.01 -0.01
C -1.059671 -4.407477 0.949448 -0.01 0.01 -0.02
Si 1.679791 -0.620430 2.086969 0.00 0.03 -0.02
C 3.067818 0.464571 1.450394 0.02 0.00 0.01
C 2.357766 -1.277320 3.715820 -0.01 -0.01 0.02
C 0.249195 0.521208 2.621097 -0.03 -0.02 -0.02
C 0.239856 1.305045 3.769299 -0.02 0.01 0.02
C -0.912282 1.975307 4.144665 0.00 0.00 -0.01
C -2.052894 1.834251 3.369186 0.04 -0.01 0.06
C -1.982572 1.054344 2.231542 0.08 -0.10 -0.06
N -0.860442 0.434647 1.860428 -0.03 0.04 0.06
H 4.484245 -3.471707 0.183979 0.00 0.00 0.00
H 3.596592 -3.647054 1.695034 0.00 -0.01 0.01
H 4.282117 -2.083525 1.240222 0.00 -0.02 -0.01
H 3.413521 -2.073358 -2.193797 0.01 0.01 0.01
H 3.269668 -0.633181 -1.179595 -0.02 -0.01 -0.01
H 1.897959 -1.155547 -2.147820 0.00 -0.01 -0.01
H 2.077739 -5.103427 -0.111108 -0.01 -0.01 0.01
H 2.348342 -4.486532 -1.735653 0.01 0.00 0.01
H 0.726201 -4.492182 -1.045757 -0.01 -0.02 0.01
H -0.591193 -1.857491 4.023814 -0.01 0.01 0.00
H -1.530777 -3.341029 3.899500 0.00 0.01 0.00
H -1.957054 -1.941963 2.906787 0.00 0.00 -0.01
H 1.873434 -3.884000 3.554744 0.00 0.00 0.00
H 1.753172 -4.984901 2.179450 0.02 0.00 -0.01
H 0.568291 -5.065462 3.473000 0.00 0.00 0.00
H -1.393940 -3.991370 -0.000947 0.00 0.00 0.00
H -1.948960 -4.684504 1.523062 0.00 0.00 -0.01
H -0.508667 -5.326862 0.747042 0.01 -0.01 -0.01
H 4.020487 -0.063459 1.409254 -0.01 0.01 0.01
H 3.184941 1.280177 2.171794 -0.01 0.01 -0.01
H 2.856702 0.900532 0.479604 0.02 0.00 0.00
H 3.173767 -1.980626 3.542859 0.00 0.00 -0.01
H 1.615078 -1.760885 4.349455 0.01 0.00 0.00
H 2.776306 -0.431863 4.270038 0.00 -0.01 0.00
H 1.133452 1.369012 4.376709 0.00 0.00 0.00
H -0.928286 2.585280 5.039030 0.00 -0.01 0.00
H -2.983212 2.313135 3.641452 0.01 -0.02 0.02
H -2.840554 0.902882 1.590438 0.06 -0.01 0.07
C -2.621035 2.334443 -0.703607 -0.01 -0.08 0.09
N -2.171053 0.985705 -1.055208 0.14 -0.08 -0.15
C -2.169913 0.714128 -2.309296 0.07 0.03 -0.02
C -1.598164 -0.485410 -2.820584 0.02 0.02 0.03
C -1.641161 -1.031777 -4.094705 -0.02 -0.01 -0.02
C -0.920041 -2.233844 -4.030777 -0.01 0.00 -0.01
C -0.463570 -2.350020 -2.725690 -0.06 0.03 -0.02
N -0.865581 -1.292157 -1.982536 0.11 -0.15 -0.01
C -4.075083 2.363637 -0.283229 -0.06 0.01 0.00
C -5.080386 1.989935 -1.173065 0.03 -0.04 0.02
C -6.408117 1.968861 -0.778473 -0.01 0.02 0.01
C -6.758118 2.330702 0.516801 0.02 -0.02 -0.01
C -5.770584 2.728275 1.403720 0.00 -0.01 -0.01
C -4.440645 2.744266 1.001724 -0.04 0.19 0.01
H -2.460445 3.004881 -1.553317 -0.06 0.04 0.01
H -1.998607 2.707183 0.111243 0.05 -0.02 -0.02
H -2.556016 1.427194 -3.041827 -0.03 0.03 0.02
H -2.142001 -0.606588 -4.950698 0.00 0.00 0.00
H -0.739190 -2.933782 -4.830179 0.00 0.00 0.00
H 0.144991 -3.130965 -2.305086 0.00 0.03 -0.02
H -4.824394 1.700109 -2.184505 0.03 -0.03 -0.02
H -7.173256 1.670304 -1.483570 0.00 0.00 0.00
H -7.794518 2.310161 0.827308 0.00 0.00 0.00
H -6.032752 3.026790 2.410882 -0.01 0.00 0.00
H -3.676291 3.075240 1.696691 -0.07 0.00 -0.11
C -3.860757 -2.429839 -1.091545 0.00 0.00 -0.01
C -3.519036 -2.111574 0.353898 -0.01 -0.01 -0.01
C -4.504686 -1.131232 0.965831 0.02 0.03 0.01
O -2.198700 -1.610372 0.433747 -0.05 -0.01 0.08
H -3.894300 -1.512102 -1.680706 -0.01 -0.01 0.00
H -4.836137 -2.916415 -1.145329 0.00 0.00 0.00
H -3.114839 -3.090244 -1.534637 0.00 0.00 0.00
H -3.529247 -3.037806 0.939239 0.00 -0.01 0.00
H -4.498611 -0.190750 0.408873 -0.01 -0.05 0.04
H -4.263165 -0.933298 2.011718 0.00 0.00 0.00
H -5.514083 -1.543305 0.923469 -0.01 -0.01 0.00
C 7.749880 5.923916 -3.409832 0.01 -0.03 -0.05
C 6.573296 5.135018 -2.891349 -0.04 0.16 0.16
O 6.654446 4.311347 -2.024548 0.01 -0.06 -0.06
S 5.034625 5.597567 -3.682821 0.01 -0.04 -0.03
C 3.912238 4.457482 -2.925355 0.00 0.01 0.00
C 3.422460 3.385766 -3.661776 -0.01 -0.01 0.01
C 2.534036 2.495556 -3.083408 0.00 0.01 -0.01
C 2.129589 2.660630 -1.756096 0.00 -0.02 -0.02
C 2.631638 3.741135 -1.024705 -0.01 0.02 0.00
C 3.510585 4.636285 -1.606766 0.00 -0.02 0.00
C 1.236353 1.717638 -1.155343 -0.07 0.10 0.02
C 0.528990 0.872883 -0.640035 0.16 -0.12 0.03
H 8.344580 6.267276 -2.564614 -0.02 -0.01 0.00
H 7.443130 6.769369 -4.023019 0.00 -0.01 0.00
H 8.365485 5.253245 -4.009622 0.02 0.00 -0.02
H 3.742924 3.248559 -4.686345 0.00 0.00 0.00
H 2.150804 1.656252 -3.648915 0.00 0.00 0.00
H 2.323043 3.868632 0.004688 0.00 0.00 0.00
H 3.896250 5.471861 -1.038103 0.00 0.00 0.00



No. 4
12
Properties=species:S:1:pos:R:3:forces:R:3 method="wB97M-V/def2-TZVPD" e_homo_ev=-9.78 gap_ev=9.0 charge=0
H -0.660139 2.590170 -0.317524 1.14 -3.09 0.84
N -0.153394 1.625554 -0.099928 -2.72 0.38 -1.09
C -0.817454 0.509454 -0.080201 -0.37 1.37 1.51
C -2.293855 0.044205 0.152853 -0.33 2.99 -1.92
N -3.379992 -0.272140 -0.091238 0.62 -0.04 0.72
N -0.298099 -0.729956 0.002746 0.80 -3.99 1.59
C 1.159428 -1.274028 -0.041592 3.07 -0.11 -0.88
N 2.366397 -0.655520 -0.169833 -3.74 1.10 1.79
O 2.513078 0.932559 0.137676 -5.08 -4.11 -0.90
H -1.207851 -1.306702 0.427593 4.22 0.40 -1.42
H 1.391869 -2.578344 -0.081663 -1.50 4.39 -0.01
H 1.380012 1.114748 0.161114 3.87 0.71 -0.23